This record from the Open Molecules 2025 dataset describes a cluster of 4 separate species, C26H65N4O6 in total. The level of theory is wB97M-V/def2-TZVPD.

Values from the calculation:
- Charge: +1
- Calculated total energy: -46252.223 eV
- Orbital gap: 8.0195 eV
- HOMO energy: -10.5 eV
- ΔE to the lowest compared entry with this formula, charge and spin: 369.4 kJ/mol

The geometry in XYZ format:
```
101
Properties=species:S:1:pos:R:3:forces:R:3:lowdin_charge:R:1
C -0.3578 1.1148 -3.6595 -0.1 0.2 0.0 -0.083
C -1.8759 1.0693 -3.7568 0.1 0.0 0.1 -0.220
C -2.4760 -0.2878 -3.4607 0.0 -0.1 0.2 -0.120
N -2.5076 -0.4956 -1.9645 -0.1 -0.2 -0.1 0.080
C -3.0551 -1.8222 -1.4901 0.0 0.0 0.0 -0.108
C -1.9603 -2.8243 -1.1910 0.1 0.1 -0.2 -0.163
C -1.3726 -3.6052 -2.3727 0.0 0.0 -0.1 -0.432
C -2.4327 -4.0873 -3.3546 0.1 -0.1 0.0 -0.068
C -0.5888 -4.7924 -1.8220 -0.2 0.2 0.2 -0.058
H -0.0005 2.0643 -4.0492 0.1 0.1 0.0 0.082
H 0.1271 0.3324 -4.2396 0.0 -0.1 0.0 0.087
H -0.0368 1.0693 -2.6212 0.2 -0.2 0.0 0.045
H -2.2251 1.3963 -4.7321 0.0 0.0 -0.1 0.122
H -2.2827 1.7610 -3.0148 -0.1 0.2 -0.2 0.099
H -3.5070 -0.3553 -3.7959 -0.1 -0.1 0.0 0.137
H -1.9119 -1.1206 -3.8725 0.1 0.0 -0.1 0.123
H -3.0788 0.2487 -1.5702 0.1 0.2 0.0 0.172
H -1.5599 -0.3622 -1.6000 0.0 0.1 0.1 0.153
H -3.6314 -1.6202 -0.5919 0.0 0.1 0.0 0.119
H -3.7427 -2.1610 -2.2566 -0.1 -0.1 -0.1 0.119
H -1.1600 -2.2924 -0.6779 0.1 -0.1 0.2 0.076
H -2.3466 -3.5332 -0.4592 -0.2 -0.1 0.0 0.130
H -0.6643 -2.9723 -2.9168 0.0 0.1 0.0 0.114
H -2.9018 -3.2849 -3.9210 -0.1 0.1 0.0 0.063
H -1.9768 -4.7550 -4.0816 0.0 -0.1 -0.1 0.090
H -3.2123 -4.6500 -2.8409 -0.1 0.0 0.0 0.096
H 0.0620 -4.4853 -1.0045 0.2 0.0 0.0 0.075
H -1.2874 -5.5228 -1.4138 0.0 -0.1 0.0 0.091
H 0.0075 -5.2677 -2.5932 0.1 -0.1 -0.1 0.087
C 1.4181 3.1835 3.1661 0.0 0.0 0.1 -0.103
O 0.5817 4.2486 2.7659 -0.1 -0.1 -0.1 -0.194
C 1.2471 5.3260 2.1176 0.1 0.1 0.1 -0.206
C 0.8358 5.4163 0.6670 0.0 0.0 -0.1 -0.207
N 1.3229 4.2663 -0.0798 -0.1 0.0 0.0 -0.044
C 0.8030 4.1229 -1.4302 0.2 0.0 0.0 -0.192
C -0.7007 3.9608 -1.6139 0.1 0.1 -0.1 -0.203
O -1.2089 2.7481 -1.0695 -0.2 -0.2 0.1 -0.222
C -1.5396 2.7936 0.3088 0.0 -0.1 -0.1 -0.089
H 0.8199 2.5240 3.7926 0.0 0.0 0.0 0.084
H 1.8029 2.6064 2.3146 0.0 0.0 0.0 0.066
H 2.2680 3.5422 3.7526 0.0 0.0 0.0 0.094
H 2.3312 5.2109 2.2047 0.0 0.0 0.0 0.126
H 0.9598 6.2506 2.6238 0.0 0.0 0.0 0.127
H 1.2550 6.3281 0.2324 0.0 0.0 0.0 0.129
H -0.2591 5.5128 0.6438 0.0 0.1 0.0 0.107
H 1.1227 3.4256 0.4464 0.0 0.1 0.0 0.045
H 1.2829 3.2435 -1.8707 0.0 0.0 0.0 0.111
H 1.1231 4.9856 -2.0229 0.0 0.0 0.0 0.127
H -0.8947 3.9191 -2.6889 -0.1 0.0 0.0 0.115
H -1.2727 4.8066 -1.2178 0.1 0.0 0.1 0.119
H -1.9514 3.7602 0.6055 0.1 0.0 0.0 0.101
H -0.6821 2.5552 0.9439 0.0 0.1 0.1 0.076
H -2.3008 2.0325 0.4805 -0.1 0.0 0.0 0.067
C 1.3447 -1.2920 -1.2347 0.0 0.0 -0.2 -0.102
O 1.7269 0.0627 -1.3252 0.0 0.1 0.0 -0.201
C 2.1267 0.6684 -0.0952 -0.1 0.0 0.1 -0.199
C 3.6095 0.9470 -0.0610 0.1 -0.1 -0.1 -0.208
N 4.3756 -0.2857 0.0046 -0.1 0.0 -0.1 -0.046
C 5.8223 -0.1279 -0.1094 0.0 -0.1 0.1 -0.195
C 6.3860 0.4814 -1.3853 0.1 0.1 0.0 -0.224
O 6.2372 -0.3316 -2.5329 -0.1 -0.1 0.0 -0.173
C 5.0118 -0.2069 -3.2182 0.0 0.0 -0.1 -0.107
H 0.9022 -1.5511 -2.2005 0.0 0.0 0.0 0.078
H 2.1944 -1.9628 -1.0680 0.0 0.0 0.1 0.095
H 0.6091 -1.4470 -0.4400 0.2 0.0 0.1 0.057
H 1.8253 0.0382 0.7472 0.0 0.0 0.0 0.125
H 1.5923 1.6215 -0.0194 0.0 -0.1 -0.1 0.087
H 3.8231 1.5425 0.8322 0.0 0.0 0.0 0.125
H 3.8551 1.5689 -0.9338 0.0 0.0 0.0 0.111
H 4.0559 -0.9188 -0.7165 0.0 0.0 0.0 0.073
H 6.2689 -1.1173 0.0092 0.0 0.0 0.0 0.122
H 6.1666 0.4772 0.7353 0.0 0.0 0.0 0.120
H 7.4620 0.5972 -1.2408 0.0 0.0 0.0 0.125
H 5.9796 1.4816 -1.5829 0.0 0.0 0.0 0.112
H 4.6302 0.8185 -3.1763 0.0 0.0 0.0 0.087
H 4.2436 -0.8844 -2.8278 0.0 0.1 0.0 0.070
H 5.1926 -0.4694 -4.2602 0.0 0.0 0.0 0.089
C -1.9558 -3.5845 5.9400 0.0 -0.1 0.0 -0.108
O -2.8767 -3.5198 4.8676 0.1 0.1 -0.1 -0.196
C -3.8069 -2.4504 4.9414 -0.1 -0.1 0.1 -0.215
C -3.5714 -1.4556 3.8289 0.1 0.1 -0.1 -0.214
N -2.3129 -0.7491 4.0085 0.0 -0.2 -0.1 -0.039
C -1.8953 0.0708 2.8854 0.0 0.1 0.2 -0.189
C -1.6302 -0.6198 1.5528 0.0 0.1 -0.1 -0.231
O -0.4738 -1.4293 1.5318 0.0 -0.1 0.0 -0.217
C -0.6108 -2.7489 2.0387 0.0 0.0 0.0 -0.074
H -1.4202 -4.5265 5.8459 0.0 0.0 0.0 0.090
H -1.2294 -2.7637 5.9195 0.0 0.0 0.0 0.081
H -2.4694 -3.5700 6.9046 0.0 0.0 0.0 0.091
H -3.7506 -1.9584 5.9163 0.0 0.0 0.0 0.127
H -4.8101 -2.8696 4.8287 0.0 0.0 0.0 0.125
H -4.3882 -0.7273 3.8255 0.0 0.0 0.0 0.126
H -3.6212 -2.0138 2.8812 0.0 0.0 0.0 0.104
H -1.5828 -1.4118 4.2354 0.0 0.0 0.0 0.079
H -0.9722 0.5821 3.1709 0.0 0.0 0.0 0.119
H -2.6498 0.8502 2.7299 0.0 0.0 0.0 0.121
H -1.4262 0.1641 0.8183 0.0 0.0 0.0 0.088
H -2.5052 -1.1851 1.1948 0.1 0.0 0.2 0.096
H -1.6062 -3.1549 1.8361 0.0 0.0 0.1 0.088
H -0.4198 -2.8007 3.1120 -0.1 0.0 0.0 0.084
H 0.1357 -3.3662 1.5377 0.0 0.0 0.0 0.092
```
Positions in Å, forces in eV/Å.